No. 1
The following is a DFT calculation (ωB97M-V/def2-TZVPD) of a 2-piece molecular cluster, C4H8ClNO overall in a non-equilibrium geometry.

Properties
- orbital gap (eV) = 8.47
- LUMO level (eV) = 0.72
- HOMO (eV) = -7.7
- net charge = 0

Structure (XYZ):
```
15
Properties=species:S:1:pos:R:3:forces:R:3
Cl 2.49792 -0.37710 -1.02431 1.61 -0.41 0.13
O -1.65016 0.32508 -0.29367 -1.70 0.58 0.10
N 0.52997 0.83611 -2.33401 -1.60 -0.39 1.44
C -0.59118 -0.10890 0.36766 3.73 2.35 -2.72
C -0.05923 1.04725 1.28902 0.96 -2.00 1.53
C -0.29954 -1.55351 0.64608 -4.53 2.54 -0.04
C 0.91886 0.18174 -1.35503 -3.04 0.24 1.77
H -2.02292 -0.08896 -1.09952 1.02 -0.37 0.79
H -0.14641 2.02323 0.83870 -0.84 0.12 -0.13
H -1.09242 -2.05318 0.09666 0.43 -0.87 0.17
H -0.36369 -1.62233 1.68595 -0.43 -0.87 1.84
H 0.64165 -1.69461 0.37731 3.99 -1.30 -1.40
H -0.62492 0.90751 2.30249 1.01 0.72 -1.64
H 1.16666 1.15352 -2.99922 1.59 0.39 -1.52
H 1.09541 1.02416 1.50190 -2.19 -0.74 -0.31
```
Positions in Å, forces in eV/Å.

---

No. 2
The following is a DFT calculation (ωB97M-V/def2-TZVPD) of Br5Zn2 as an isolated structure in a non-equilibrium geometry.

Properties
- orbital gap (eV) = 3.28
- LUMO level (eV) = -1.46
- HOMO (eV) = -4.7
- net charge = -1

Structure (XYZ):
```
7
Properties=species:S:1:pos:R:3:forces:R:3
Br 6.21089 6.35616 4.21391 -0.84 -0.97 0.79
Br 4.56219 3.09121 2.79260 0.74 -0.25 0.26
Br 7.37406 2.48966 3.80257 -1.00 0.22 0.74
Br 9.81892 4.24935 3.10584 0.71 0.10 1.16
Br 4.15874 4.29024 5.94660 0.92 0.90 -0.75
Zn 9.34756 3.36941 5.73117 -0.66 0.11 -2.23
Zn 2.17964 5.94071 2.56331 0.13 -0.11 0.04
```
Positions in Å, forces in eV/Å.